Molecular formula: C15H19CoNO8
Method: DFT, the ωB97M-V functional and the def2-TZVPD basis

Its expectation value of S² is 0.794. Its molar mass is 400.2 g mol⁻¹. Its frontier orbital gap (spin up / spin down) is 9.523 / 9.166 eV. The spin multiplicity is 2. The max |F| is 0.93 eV Å⁻¹.

Positions of all 44 atoms, in Å:
Co: -0.383087 -0.177791 -0.250451
C: 2.593828 -1.329330 1.066428
C: 1.948834 -2.169944 -0.023815
O: 1.235410 -1.396403 -0.996002
C: 2.012335 -0.857739 -2.067127
C: 2.808715 0.390508 -1.668783
O: 1.995853 1.040716 -0.743256
C: 2.212067 2.382858 -0.430524
C: 0.937880 2.853219 0.278402
O: 0.279036 1.834921 1.021237
C: 0.817430 1.570255 2.307881
C: 2.008904 0.633215 2.284491
O: 1.591155 -0.534857 1.635742
H: 3.393904 -0.699384 0.661427
H: 3.040923 -2.003367 1.809219
H: 1.200494 -2.821533 0.422375
H: 2.709115 -2.768119 -0.533763
H: 1.278417 -0.580478 -2.821223
H: 2.672402 -1.632994 -2.465169
H: 2.979953 0.999967 -2.564740
H: 3.789128 0.143732 -1.237733
H: 2.353054 2.990219 -1.333198
H: 3.107125 2.504805 0.195936
H: 0.218227 3.176435 -0.470264
H: 1.163749 3.698793 0.936723
H: 0.011832 1.099279 2.873358
H: 1.088190 2.511051 2.799910
H: 2.325629 0.429171 3.316485
H: 2.857930 1.086751 1.759791
O: -1.841725 2.752935 -2.446365
C: -1.602752 1.767083 -1.775251
O: -0.521807 1.058719 -1.773868
C: -2.643105 1.249926 -0.779113
C: -3.957374 1.640835 -0.611927
C: -4.721484 0.972459 0.342073
C: -4.176080 -0.064224 1.094802
C: -2.853429 -0.398011 0.873020
N: -2.152907 0.271059 -0.031653
C: -2.020251 -1.520343 1.499532
O: -2.485484 -2.195974 2.393433
O: -0.845505 -1.613016 0.963904
H: -4.355774 2.439928 -1.220448
H: -5.755196 1.255271 0.492198
H: -4.745937 -0.613055 1.830670

Cartesian forces (eV/Å) of the 2 atoms listed first:
0.23 -0.61 -0.66
0.05 0.02 -0.14

Löwdin population analysis, charges in e, atoms 1 to 2:
1. Co 0.732
2. C -0.172